C34H88N4O11 | ωB97M-V with the def2-TZVPD basis set

Results
LUMO level	0.63	eV
2S+1	1
net charge	0
Kohn-Sham gap	9.149	eV
E_tot	-65162.997	eV

The geometry in XYZ format:
```
137
Properties=species:S:1:pos:R:3:lowdin_charge:R:1
C -14.10932 21.43418 1.50797 -0.117
O -13.90724 21.43380 0.12232 -0.195
C -14.82599 22.25464 -0.56436 -0.237
C -14.89509 21.83651 -2.02986 -0.202
N -14.95230 20.38775 -2.23170 -0.027
C -16.26880 19.87149 -1.88684 -0.227
C -16.26774 18.36610 -1.82155 -0.241
O -15.34175 17.81593 -0.91636 -0.161
C -15.86096 17.68705 0.37813 -0.107
H -15.09695 21.01269 1.76368 0.084
H -14.04060 22.44213 1.92801 0.089
H -13.39341 20.75166 1.96280 0.090
H -14.55724 23.31782 -0.50998 0.125
H -15.81070 22.12697 -0.08837 0.113
H -14.00914 22.24562 -2.52285 0.112
H -15.75696 22.37247 -2.43482 0.118
H -14.37268 20.02902 -1.47103 0.097
H -17.05306 20.17228 -2.59100 0.111
H -16.67174 20.19013 -0.90906 0.104
H -16.15210 17.90370 -2.81304 0.113
H -17.28830 17.99608 -1.64198 0.087
H -16.85155 17.21641 0.38046 0.086
H -15.95943 18.65279 0.89275 0.080
H -15.18640 17.06680 0.96706 0.089
C -20.28870 13.21351 -7.16869 -0.124
O -21.32839 14.02101 -7.64399 -0.183
C -20.92213 15.33720 -7.98154 -0.225
C -20.70311 15.50319 -9.46470 -0.216
N -20.29425 16.83607 -9.87466 -0.047
C -18.91138 17.14251 -9.47805 -0.220
C -18.48411 18.49015 -9.93102 -0.212
O -19.20396 19.45818 -9.15712 -0.200
C -19.35622 20.70221 -9.79403 -0.113
H -19.82325 13.64038 -6.26492 0.074
H -19.49334 13.04955 -7.90664 0.083
H -20.69621 12.25096 -6.86120 0.087
H -19.99745 15.58910 -7.44070 0.110
H -21.69028 16.00546 -7.58439 0.129
H -21.64458 15.27236 -9.97915 0.120
H -20.00346 14.77631 -9.88492 0.119
H -20.83447 17.56704 -9.41868 0.107
H -18.25869 16.39258 -9.93964 0.111
H -18.72670 17.06255 -8.40136 0.093
H -18.72262 18.67112 -10.98636 0.130
H -17.41072 18.61520 -9.77314 0.100
H -19.65105 21.41404 -9.02049 0.086
H -20.13729 20.64371 -10.56073 0.092
H -18.44118 21.10287 -10.24752 0.072
C -15.48584 20.83430 -9.73198 -0.121
O -15.72681 21.98619 -10.49184 -0.200
C -14.83933 23.04524 -10.15789 -0.225
C -15.38138 24.35854 -10.66186 -0.222
N -16.32647 24.97472 -9.73975 -0.050
C -17.69932 24.50176 -9.98060 -0.204
C -18.66895 25.03912 -8.96804 -0.236
O -18.70363 26.45053 -9.05474 -0.187
C -19.89308 26.99624 -8.57132 -0.133
H -15.99440 19.99738 -10.21410 0.069
H -15.89720 20.90091 -8.71851 0.097
H -14.42535 20.55064 -9.74084 0.073
H -13.86080 22.83151 -10.61156 0.122
H -14.70682 23.10751 -9.07243 0.127
H -15.78636 24.25523 -11.67973 0.123
H -14.51422 25.02064 -10.76343 0.120
H -16.30642 25.97362 -9.90836 0.104
H -17.68895 23.41618 -9.86481 0.101
H -18.00100 24.76828 -11.00149 0.127
H -18.42907 24.72944 -7.94547 0.130
H -19.65414 24.62465 -9.23382 0.119
H -20.05357 26.75628 -7.50404 0.090
H -20.78328 26.61069 -9.08558 0.087
H -19.85078 28.08084 -8.63325 0.086
C -11.60883 19.54503 -8.83708 -0.065
C -11.39649 18.07381 -9.17078 -0.465
C -12.49313 17.63373 -10.14138 -0.201
O -12.32304 16.26614 -10.46845 -0.222
C -12.50005 15.96055 -11.83764 -0.090
N -10.09436 17.86404 -9.73818 0.049
H -10.75094 19.92915 -8.28708 0.078
H -12.55681 19.67574 -8.31464 0.065
H -11.67018 20.14571 -9.75179 0.078
H -11.58565 17.53297 -8.22768 0.142
H -12.44099 18.28755 -11.01602 0.133
H -13.41567 17.76852 -9.56237 0.123
H -12.37646 14.88717 -11.95242 0.090
H -11.78596 16.51557 -12.45216 0.092
H -13.51061 16.22880 -12.17222 0.093
H -9.96294 16.88786 -9.97814 0.074
H -9.36807 18.11115 -9.07743 0.076
C -20.62560 15.13176 -3.16286 -0.049
C -19.54023 14.44089 -2.34575 -0.501
C -18.25498 15.24634 -2.39174 -0.051
O -19.96737 14.30718 -0.98835 -0.044
H -20.41517 15.07320 -4.23102 0.067
H -20.68457 16.16637 -2.81530 0.063
H -21.60742 14.68704 -2.99327 0.080
H -19.36034 13.46034 -2.80608 0.135
H -17.50748 14.76167 -1.75800 0.087
H -18.49784 16.19749 -1.91263 0.063
H -17.82594 15.32320 -3.38692 0.080
H -20.29532 13.41058 -0.88814 0.087
C -20.41997 19.27402 -2.27590 -0.063
C -19.98549 20.36455 -1.29191 -0.495
C -21.17624 21.10055 -0.70204 -0.055
O -19.17561 19.78153 -0.28690 -0.054
H -20.99869 19.68628 -3.10497 0.084
H -20.99291 18.49315 -1.76629 0.081
H -19.53790 18.81831 -2.73308 0.060
H -19.40427 21.04058 -1.92330 0.131
H -20.96216 22.14712 -0.47893 0.075
H -21.56790 20.63058 0.20193 0.081
H -22.02766 21.12848 -1.39116 0.077
H -19.64729 19.01574 0.05617 0.092
C -15.13472 18.54279 -6.21563 -0.044
C -16.38594 17.69796 -5.98527 -0.470
C -17.61439 18.56635 -5.79110 -0.052
O -16.65051 16.88135 -7.13115 -0.057
H -15.05379 19.36545 -5.50331 0.073
H -15.12109 18.90431 -7.24428 0.064
H -14.23894 17.93644 -6.04483 0.079
H -16.26093 17.15150 -5.04366 0.119
H -17.36743 19.40930 -5.13149 0.069
H -18.42741 18.05733 -5.26159 0.070
H -18.07690 19.02430 -6.66849 0.072
H -16.08487 16.10689 -7.03886 0.057
C -15.65566 13.45911 -7.89088 -0.057
C -14.95159 14.03096 -9.11378 -0.470
C -15.90113 14.14762 -10.30690 -0.041
O -14.47089 15.32884 -8.75122 -0.070
H -16.55686 14.03321 -7.66776 0.071
H -14.96011 13.35075 -7.06290 0.083
H -15.99756 12.45610 -8.16515 0.081
H -14.08882 13.39241 -9.33498 0.136
H -16.39188 15.12121 -10.24930 0.065
H -16.72905 13.43857 -10.20070 0.073
H -15.43674 14.02826 -11.28289 0.070
H -13.77352 15.64104 -9.34136 0.044
```